# C32H24AuClF6N2O7P2S4Te

A molecular structure, C32H24AuClF6N2O7P2S4Te (ωB97M-V with the def2-TZVPD basis set, the Open Molecules 2025 dataset).

## Properties
**Frontier orbital gap (alpha / beta)**: 5.78 / 6.57 eV
**Energy above the lowest of the compared OMol25 structures with the same formula, charge and spin**: 0.000 eV
**Expectation value of S²**: 2.015

```
! wB97M-V def2-TZVPD RIJCOSX def2/J DEFGRID3
* xyz -2 3
Au -0.636 -0.876 -0.977
Te -0.296 -3.462 3.738
C 1.359 -4.704 3.263
C 2.515 -4.677 4.031
C 3.572 -5.501 3.677
N 3.557 -6.319 2.628
C 2.447 -6.328 1.892
C 1.323 -5.565 2.176
C -0.246 -2.109 2.143
P 0.376 -0.527 2.461
C -0.405 0.063 3.994
C 0.218 0.110 5.237
C -0.506 0.451 6.372
C -1.859 0.739 6.276
C -2.489 0.689 5.039
C -1.767 0.358 3.904
C 2.142 -0.452 2.737
C 3.039 -1.453 2.322
C 4.399 -1.324 2.622
C 4.876 -0.191 3.244
C 4.009 0.849 3.583
C 2.662 0.710 3.325
P -1.273 -2.250 0.742
C -1.228 -3.953 0.119
C -0.154 -4.290 -0.719
C -0.128 -5.520 -1.364
C -1.153 -6.429 -1.158
C -2.210 -6.117 -0.312
C -2.248 -4.878 0.309
C -3.028 -1.947 1.199
C -3.755 -1.003 0.479
C -5.042 -0.651 0.868
C -5.618 -1.237 1.984
C -4.903 -2.183 2.710
C -3.620 -2.533 2.320
H 2.609 -4.005 4.875
H 4.487 -5.493 4.263
H 2.451 -6.985 1.029
H 0.445 -5.642 1.549
H 1.268 -0.142 5.320
H -0.012 0.475 7.336
H -2.424 1.000 7.163
H -3.546 0.913 4.954
H -2.251 0.334 2.934
H 1.776 -2.500 1.311
H 5.059 -2.114 2.287
H 5.938 -0.096 3.435
H 4.388 1.760 4.026
H 1.981 1.517 3.570
H 1.013 -3.178 -1.804
H 0.701 -5.737 -2.025
H -1.127 -7.387 -1.663
H -3.012 -6.827 -0.153
H -3.094 -4.622 0.934
H -3.303 -0.531 -0.385
H -5.586 0.092 0.299
H -6.618 -0.956 2.293
H -5.344 -2.644 3.586
H -3.068 -3.263 2.900
Cl -0.687 1.320 0.894
O 0.855 -2.572 -3.369
S -0.153 -1.563 -3.695
O -0.380 -1.374 -5.103
O 0.096 -0.273 -2.966
S -1.921 -2.137 -2.760
F 3.354 2.001 0.201
C 3.804 1.353 -0.890
F 3.223 1.896 -1.955
F 5.127 1.585 -0.965
S 3.449 -0.457 -0.680
O 1.970 -0.463 -0.539
O 2.697 -2.548 1.631
N 3.985 -0.824 -2.154
S 4.279 -2.384 -2.458
O 4.844 -2.468 -3.815
O 0.870 -3.417 -0.845
C 5.847 -2.645 -1.376
F 6.655 -3.577 -1.915
F 6.591 -1.543 -1.192
F 5.489 -3.090 -0.154
*
```

Atom charges from the Mulliken analysis, given in e for atoms 1 to 4:
1. Au 0.200
2. Te 0.158
3. C -0.009
4. C -0.201